[1]
The following is a DFT calculation (the ωB97M-V functional and the def2-TZVPD basis) of a 10-piece molecular cluster, C34H72N3O9Si overall at a distorted geometry.

```
119
Properties=species:S:1:pos:R:3:mulliken_charge:R:1
C 0.450 -5.280 0.239 -1.125
Si -0.890 -5.003 -1.052 0.522
C -1.760 -6.663 -1.201 -1.230
C -0.050 -4.558 -2.682 -0.930
N -1.963 -3.665 -0.439 0.406
C -1.197 -2.448 -0.030 -0.563
C -1.535 -1.224 -0.828 -0.317
C -3.053 -1.190 -0.842 -0.931
N -3.474 -2.310 -1.703 -0.075
C -3.059 -3.495 -1.121 -0.262
N -3.892 -4.568 -1.221 -0.172
H 0.100 -6.027 0.939 0.245
H 0.735 -4.389 0.780 0.368
H 1.306 -5.720 -0.254 0.450
H -2.359 -6.735 -2.097 0.346
H -0.999 -7.432 -1.182 0.404
H -2.371 -6.797 -0.320 0.330
H -0.262 -5.295 -3.442 0.361
H 1.015 -4.526 -2.515 0.414
H -0.367 -3.574 -3.022 0.110
H -0.134 -2.618 -0.085 0.329
H -1.434 -2.252 1.008 0.287
H -1.232 -1.404 -1.855 0.301
H -1.097 -0.310 -0.464 0.232
H -3.365 -1.452 0.161 0.402
H -3.448 -0.237 -1.142 0.334
H -3.100 -2.210 -2.647 0.273
H -4.212 -4.996 -0.370 0.259
H -4.121 -4.912 -2.139 0.234
C -3.006 3.214 -1.808 -0.967
C -2.958 2.809 -0.360 0.755
O -2.558 1.713 -0.014 -0.381
C -3.430 3.830 0.643 -1.218
H -2.640 2.396 -2.428 0.213
H -4.029 3.450 -2.095 0.374
H -2.382 4.091 -1.969 0.244
H -4.471 4.088 0.446 0.363
H -2.818 4.730 0.572 0.322
H -3.351 3.426 1.650 0.354
C 0.899 0.811 4.209 -1.016
C -0.253 1.656 3.717 0.659
O -0.604 2.648 4.310 -0.576
C -0.947 1.213 2.450 -0.268
H 1.301 1.249 5.119 0.141
H 0.554 -0.203 4.425 0.374
H 1.687 0.778 3.455 0.329
H -1.372 0.216 2.586 0.240
H -0.239 1.200 1.620 0.357
H -1.745 1.903 2.216 -0.261
C 4.723 1.651 7.143 -1.172
C 4.301 2.544 6.002 0.842
O 4.650 2.323 4.864 -0.509
C 3.424 3.724 6.341 -1.122
H 5.347 0.847 6.761 0.305
H 5.292 2.223 7.876 0.358
H 3.844 1.220 7.625 0.325
H 3.938 4.384 7.041 0.397
H 2.489 3.382 6.787 0.324
H 3.198 4.280 5.433 0.259
C -1.134 -2.181 -6.481 -1.175
C -2.471 -2.143 -5.790 0.836
O -2.581 -1.744 -4.647 -0.613
C -3.665 -2.617 -6.575 -1.158
H -0.364 -1.813 -5.807 0.285
H -0.894 -3.205 -6.771 0.336
H -1.157 -1.552 -7.371 0.399
H -3.529 -3.658 -6.870 0.345
H -3.790 -2.005 -7.469 0.359
H -4.561 -2.535 -5.963 0.304
C 5.761 3.343 2.169 -0.991
C 6.613 3.818 1.019 0.742
O 6.210 4.638 0.224 -0.530
C 7.996 3.225 0.901 -1.035
H 4.797 3.846 2.138 0.303
H 5.601 2.266 2.098 0.313
H 6.246 3.570 3.118 0.287
H 7.929 2.143 0.778 0.331
H 8.576 3.449 1.797 0.323
H 8.503 3.649 0.037 0.233
C 7.491 6.305 -1.984 -0.914
C 8.627 7.295 -1.954 0.826
O 9.782 6.939 -1.999 -0.559
C 8.258 8.758 -1.861 -1.073
H 7.891 5.298 -2.049 0.172
H 6.898 6.387 -1.078 0.286
H 6.857 6.493 -2.854 0.367
H 7.693 8.943 -0.946 0.302
H 7.654 9.046 -2.722 0.311
H 9.164 9.360 -1.846 0.305
C -8.063 -4.964 2.269 -1.077
C -8.618 -4.502 0.941 0.757
O -9.804 -4.454 0.731 -0.532
C -7.616 -4.098 -0.120 -0.868
H -8.884 -5.221 2.933 0.306
H -7.434 -5.845 2.126 0.307
H -7.472 -4.168 2.726 0.307
H -6.971 -4.945 -0.366 0.197
H -7.008 -3.264 0.235 0.271
H -8.146 -3.790 -1.018 0.335
C 3.244 -7.475 2.677 -1.114
C 2.044 -7.025 3.474 0.875
O 0.924 -7.084 3.019 -0.542
C 2.304 -6.499 4.864 -1.143
H 2.920 -7.830 1.702 0.268
H 3.937 -6.642 2.542 0.313
H 3.755 -8.286 3.197 0.379
H 2.958 -5.627 4.817 0.333
H 2.777 -7.271 5.473 0.343
H 1.362 -6.213 5.325 0.303
C -4.503 7.509 -4.648 -1.133
C -3.562 6.602 -3.896 0.827
O -3.933 5.953 -2.944 -0.499
C -2.135 6.543 -4.386 -1.041
H -5.491 7.460 -4.196 0.295
H -4.144 8.538 -4.606 0.338
H -4.573 7.195 -5.691 0.337
H -1.680 7.533 -4.334 0.339
H -2.108 6.189 -5.418 0.323
H -1.563 5.859 -3.763 0.232
```

DFT total energy = -2469.4087 hartree
LUMO = -3.14 eV
Total charge = +1
Highest occupied orbital energy = -10.20 eV
Kohn-Sham gap = 7.06 eV

---

[2]
The following is a DFT calculation (the ωB97M-V functional and the def2-TZVPD basis) of a 2-piece molecular cluster, C14H20F2O5S overall.

```
42
Properties=species:S:1:pos:R:3:mulliken_charge:R:1
C 2.728 1.388 2.034 -1.191
C 2.159 1.103 0.640 -0.205
C 2.104 -0.364 0.226 -0.692
O 0.882 -1.033 0.574 -0.313
C 0.566 -1.074 1.903 -0.044
O 1.593 -1.714 2.698 -0.347
S 1.490 -3.300 2.516 1.119
O 1.488 -3.866 3.814 -0.597
O 2.400 -3.748 1.528 -0.574
O 0.023 -3.318 1.892 -0.392
C -0.596 -2.033 2.121 0.020
C -1.809 -1.840 1.255 0.293
F -2.818 -2.666 1.760 -0.404
C -2.284 -0.398 1.266 -0.089
C -3.639 -0.239 0.583 -1.516
H 3.115 2.405 2.088 0.403
H 3.537 0.697 2.273 0.269
H 1.978 1.303 2.822 0.299
H 1.172 1.548 0.498 0.114
H 2.808 1.591 -0.093 0.463
H 2.960 -0.922 0.616 0.341
H 2.136 -0.443 -0.859 0.421
H 0.397 -0.096 2.353 0.427
H -0.883 -1.996 3.176 0.435
H -1.605 -2.175 0.234 0.282
H -1.529 0.209 0.760 -0.026
H -2.350 -0.054 2.303 0.414
H -4.443 -0.613 1.213 0.383
H -3.669 -0.770 -0.370 0.335
H -3.831 0.814 0.375 0.406
F -0.027 2.738 -1.019 -0.342
C -0.189 2.272 -2.278 0.376
C 0.129 3.093 -3.339 -0.573
C -0.034 2.596 -4.625 -0.345
C -0.506 1.306 -4.826 -0.565
C -0.814 0.503 -3.737 -0.556
C -0.655 0.984 -2.445 -0.033
H 0.493 4.095 -3.157 0.437
H 0.210 3.222 -5.473 0.364
H -0.630 0.926 -5.831 0.383
H -1.179 -0.504 -3.890 0.383
H -0.877 0.373 -1.579 0.436
```

DFT total energy = -1519.5638 hartree
LUMO = 0.64 eV
SMILES string = CCCO[C@@H]1OS(=O)(=O)O[C@@H]1[C@@H](F)CC.Fc1ccccc1
Highest occupied orbital energy = -9.71 eV
Kohn-Sham gap = 10.35 eV
Relative energy (zero: lowest compared OMol25 entry of this formula, charge and spin) = 0.0 kJ/mol

---

[3]
The following is a DFT calculation (the ωB97M-V functional and the def2-TZVPD basis) of C4H8O2 in the gas phase.

```
14
Properties=species:S:1:pos:R:3:mulliken_charge:R:1
C -1.797 1.050 0.170 -0.696
O -0.403 0.846 0.115 -0.261
C -0.050 -0.445 0.535 -0.536
C 1.456 -0.665 0.457 -0.438
C 1.612 0.197 -1.626 -0.242
O 1.747 -0.911 -0.919 -0.239
H -2.000 2.076 -0.147 0.235
H -2.180 0.915 1.194 0.286
H -2.339 0.357 -0.493 0.302
H -0.533 -1.194 -0.120 0.338
H -0.377 -0.621 1.567 0.450
H 1.712 -1.584 0.986 0.321
H 2.013 0.200 0.830 0.333
H 1.139 -0.222 -2.547 0.147
```

DFT total energy = -307.5296 hartree
LUMO = 0.87 eV
Highest occupied orbital energy = -8.29 eV
Kohn-Sham gap = 9.16 eV
Relative energy (zero: lowest compared OMol25 entry of this formula, charge and spin) = 480.0 kJ/mol

---

[4]
The following is a DFT calculation (the ωB97M-V functional and the def2-TZVPD basis) of C6H8S in the gas phase at a distorted geometry.

```
15
Properties=species:S:1:pos:R:3:mulliken_charge:R:1
C 0.936 1.300 0.281 0.156
C 1.625 2.410 0.319 -0.387
C -0.509 1.157 -0.227 -0.850
C 0.940 -0.278 0.388 -0.030
C -0.359 -0.390 -0.492 0.158
C -1.529 -1.124 -0.016 -1.333
S 2.402 -1.173 -0.277 -0.214
H -1.309 1.416 0.431 0.350
H -0.672 1.600 -1.133 0.374
H 0.900 -0.313 1.514 0.295
H -0.019 -0.431 -1.553 0.399
H -1.603 -1.047 1.087 0.326
H -1.560 -2.287 -0.252 0.299
H -2.434 -0.566 -0.406 0.316
H 3.191 -0.273 0.337 0.141
```

DFT total energy = -631.4019 hartree
LUMO = -0.62 eV
Highest occupied orbital energy = -9.35 eV
Kohn-Sham gap = 8.74 eV
Relative energy (zero: lowest compared OMol25 entry of this formula, charge and spin) = 496.8 kJ/mol